# 1
{"formula": "C4H6OS", "method": "ωB97M-V/def2-TZVPD", "lumo_energy_ev": [0.14, -2.25], "orbital_gap_ev": [7.2941, 7.8058], "multiplicity": 3, "s_squared": 2.01, "charge": 0, "species": ["C", "C", "C", "C", "O", "S", "H", "H", "H", "H", "H", "H"], "xyz": [[1.75339, 1.31835, -0.87690], [0.77459, -0.98138, -0.41664], [-1.67461, 0.37330, 1.78221], [1.70926, -0.03914, -0.28715], [0.88722, 2.06543, -1.13194], [-1.18844, -1.04484, 2.31228], [2.87389, 1.69911, -0.85154], [-0.18829, -0.75497, -0.92658], [0.85504, -1.91657, 0.18780], [-1.68190, 1.16034, 2.46603], [-1.61903, 0.59470, 0.73300], [2.53570, -0.28824, 0.33233]], "mulliken_spin": [0.00, 0.03, 0.61, -0.01, 0.00, 1.24, 0.00, 0.00, -0.01, 0.07, 0.06, 0.00]}

# 2
{"formula": "C28H36CoP2Si", "method": "ωB97M-V/def2-TZVPD", "lumo_energy_ev": [0.55, 0.32], "orbital_gap_ev": [5.6325, 7.8944], "multiplicity": 4, "s_squared": 3.78, "charge": 0, "species": ["C", "C", "C", "H", "C", "C", "H", "H", "H", "H", "Co", "C", "H", "H", "H", "Si", "C", "C", "H", "C", "H", "C", "H", "C", "H", "C", "H", "C", "C", "H", "C", "H", "C", "H", "C", "H", "C", "H", "H", "H", "C", "P", "C", "C", "C", "C", "C", "C", "C", "P", "C", "C", "H", "H", "H", "H", "H", "H", "H", "H", "H", "H", "H", "H", "H", "H", "H", "H"], "xyz": [[0.64116, -1.37602, -1.51917], [0.25468, -0.14948, -2.13206], [1.17671, 0.86322, -1.72942], [-0.57521, -0.01047, -2.81494], [2.15152, 0.25701, -0.88427], [1.80440, -1.12177, -0.71150], [2.34779, -1.84752, -0.11987], [0.17704, -2.33891, -1.68897], [1.15138, 1.90656, -2.02046], [3.03159, 0.74106, -0.49706], [0.17565, 0.02714, 0.00816], [-4.37731, 2.97442, -0.23199], [-3.37375, 3.41258, -0.17504], [-5.02459, 3.67425, -0.79202], [-4.39235, 2.03202, -0.79786], [-1.97530, 0.86807, -0.22554], [-3.32199, -0.39465, -0.63728], [-3.02831, -1.38485, -1.58399], [-2.04656, -1.41971, -2.06783], [-4.00236, -2.32059, -1.94132], [-3.75158, -3.07692, -2.68428], [-5.27433, -2.25457, -1.36839], [-6.04396, -2.96020, -1.67719], [-5.57040, -1.28525, -0.40259], [-6.56101, -1.22424, 0.05044], [-4.58466, -0.36932, -0.02274], [-4.79219, 0.37909, 0.75040], [-1.95463, 2.03697, -1.73899], [-2.82546, 1.80797, -2.81754], [-3.52249, 0.96342, -2.79271], [-2.83046, 2.67578, -3.91379], [-3.52028, 2.48130, -4.73338], [-1.94598, 3.75869, -3.94646], [-1.92404, 4.41356, -4.81844], [-1.08533, 4.00097, -2.86936], [-0.38269, 4.83405, -2.88863], [-1.11275, 3.16260, -1.74726], [-0.46853, 3.37170, -0.88432], [-2.49102, 1.58635, 0.96282], [-4.74930, 2.76782, 0.79141], [-2.20613, -1.58438, 2.17374], [-0.57708, -1.55056, 1.36910], [-0.42870, -3.25035, 0.74442], [0.49082, -1.54442, 2.88515], [0.52959, -2.61698, 3.77148], [1.25147, -2.49926, 4.97145], [1.88901, -1.29823, 5.29306], [1.84719, -0.21800, 4.40462], [1.15860, -0.34331, 3.19548], [1.06562, 0.95217, 1.85490], [0.17008, 2.34258, 2.58570], [2.80361, 1.46154, 1.85425], [-2.98476, -1.79155, 1.43744], [-2.41723, -0.62369, 2.64986], [-2.20179, -2.37175, 2.93628], [0.61994, -3.45021, 0.49716], [-0.77625, -3.98152, 1.48577], [-1.04166, -3.33587, -0.16217], [-0.00572, -3.55029, 3.55110], [1.29332, -3.34515, 5.65643], [2.41751, -1.19103, 6.24102], [2.35179, 0.71452, 4.65551], [0.84766, 2.96926, 3.17881], [-0.26412, 2.95041, 1.78328], [-0.63652, 1.95825, 3.21865], [3.07952, 1.89921, 2.82258], [3.44953, 0.59711, 1.65091], [2.93158, 2.20252, 1.05634]], "mulliken_spin": [0.08, 0.06, 0.13, 0.00, 0.06, 0.07, 0.00, 0.02, 0.02, 0.00, 2.01, 0.01, 0.00, 0.00, 0.00, 0.18, 0.01, 0.01, 0.00, 0.00, 0.00, 0.01, 0.00, 0.00, 0.00, 0.01, 0.00, 0.01, 0.02, 0.00, 0.00, 0.00, 0.01, 0.00, 0.00, 0.00, 0.01, -0.02, 0.02, 0.00, 0.01, 0.07, 0.02, 0.04, -0.01, 0.00, 0.00, -0.01, 0.02, 0.14, 0.01, 0.02, 0.00, 0.00, 0.00, 0.00, 0.00, 0.00, 0.00, 0.00, 0.00, 0.00, 0.00, -0.01, 0.00, 0.00, 0.00, 0.00]}

# 3
{"formula": "C14H35BeF3O7S4", "method": "ωB97M-V/def2-TZVPD", "lumo_energy_ev": 0.03, "orbital_gap_ev": 6.7406, "charge": 0, "species": ["Be", "C", "O", "O", "C", "F", "F", "F", "C", "C", "H", "H", "H", "H", "H", "H", "C", "C", "O", "H", "H", "H", "H", "H", "C", "S", "O", "C", "H", "H", "H", "H", "H", "H", "C", "S", "O", "C", "H", "H", "H", "H", "H", "H", "C", "S", "O", "C", "H", "H", "H", "H", "H", "H", "C", "S", "O", "C", "H", "H", "H", "H", "H", "H"], "xyz": [[0.53019, 0.23269, -0.07943], [0.71194, 0.95040, -2.89817], [1.36524, 1.66088, -1.87829], [0.59551, -0.29783, -2.39421], [-0.54296, 1.72694, -3.35601], [-1.16914, 1.18469, -4.41553], [-1.46725, 2.09834, -2.45808], [-0.14836, 2.94184, -3.86987], [2.43151, 2.57930, -2.13024], [2.87708, 3.19470, -0.82272], [3.87113, 3.63959, -0.82996], [2.14492, 3.95999, -0.55367], [2.80910, 2.53835, 0.04715], [2.08793, 3.38705, -2.78258], [3.20944, 2.04620, -2.68452], [1.34057, 0.89034, -3.80387], [4.35883, -0.30332, -0.95163], [3.50518, -1.19914, -0.04788], [2.57595, -0.54690, 0.71833], [5.07405, 0.27304, -0.35773], [3.87533, 0.45237, -1.57616], [4.83566, -0.93933, -1.70740], [4.26301, -1.83296, 0.45070], [3.03629, -1.95473, -0.71025], [0.02763, -0.68197, 4.60456], [-1.23423, -0.24041, 3.40102], [-0.52356, -0.05498, 2.11127], [-2.06347, -1.85169, 3.33514], [0.56630, -1.56810, 4.26957], [-0.50704, -1.00141, 5.50467], [0.67020, 0.15563, 4.85385], [-1.29865, -2.54869, 2.99461], [-2.88027, -1.75195, 2.62581], [-2.47445, -2.15143, 4.29799], [-3.90838, -1.01592, -0.00634], [-3.12003, 0.14044, -1.14066], [-1.82726, 0.52622, -0.51487], [-2.67488, -1.13928, -2.32780], [-4.87837, -1.37321, -0.35277], [-4.09581, -0.55213, 0.96630], [-3.25767, -1.85186, 0.25707], [-3.54658, -1.56353, -2.83923], [-2.11988, -1.95260, -1.87121], [-2.09326, -0.80079, -3.18698], [-0.21546, -4.43903, 0.57544], [0.42873, -3.01850, -0.32683], [-0.31536, -1.80748, 0.14347], [-0.06678, -3.50491, -2.00680], [0.06308, -5.36555, 0.07228], [-1.30342, -4.44723, 0.67863], [0.18781, -4.48490, 1.58641], [-0.12470, -2.64158, -2.67419], [-1.01390, -4.03120, -2.15457], [0.71634, -4.13604, -2.42966], [0.11150, 3.89107, 2.45293], [-0.72799, 3.52129, 0.88681], [0.19589, 2.50706, 0.27712], [-2.25177, 2.77237, 1.55188], [-0.30668, 4.82606, 2.83422], [1.19532, 3.93222, 2.42571], [-0.15396, 3.13568, 3.19833], [-2.83610, 2.40527, 0.71739], [-2.69649, 3.53420, 2.18769], [-1.81755, 1.94638, 2.11377]], "nbo_charge": [1.63, 0.31, -0.59, -0.93, 0.92, -0.34, -0.33, -0.36, -0.06, -0.64, 0.21, 0.20, 0.24, 0.18, 0.17, 0.13, -0.63, -0.03, -0.99, 0.19, 0.19, 0.19, 0.12, 0.10, -0.82, 1.25, -1.00, -0.82, 0.24, 0.22, 0.25, 0.24, 0.23, 0.23, -0.85, 1.30, -1.02, -0.84, 0.23, 0.23, 0.24, 0.22, 0.24, 0.27, -0.83, 1.31, -1.03, -0.87, 0.24, 0.22, 0.24, 0.30, 0.21, 0.24, -0.82, 1.26, -1.02, -0.81, 0.22, 0.26, 0.22, 0.26, 0.23, 0.24]}

# 4
{"formula": "C4H9N", "method": "ωB97M-V/def2-TZVPD", "lumo_energy_ev": [4.35, 4.35], "orbital_gap_ev": [5.2753, 5.4554], "multiplicity": 2, "s_squared": 0.75, "charge": -1, "species": ["N", "C", "C", "C", "C", "H", "H", "H", "H", "H", "H", "H", "H", "H"], "xyz": [[-0.02715, 0.98594, 0.28771], [0.63582, 0.71847, -1.07546], [2.02860, 0.24748, -0.61579], [1.95104, -0.32116, 0.71726], [0.37796, -0.10628, 1.13487], [-6.58920, -1.21461, -0.18600], [0.71415, 1.59914, -1.77015], [0.07168, -0.20694, -1.52742], [-7.20817, -0.79401, -0.40866], [2.71207, -0.07832, -1.38928], [2.18139, 0.82439, 0.45702], [2.63000, -0.93961, 1.30065], [0.56509, 0.34572, 2.11955], [-0.04326, -1.06020, 0.95569]], "mulliken_spin": [0.01, -0.02, 0.50, 0.43, -0.03, 0.00, -0.01, 0.05, 0.00, 0.03, 0.00, 0.02, 0.00, 0.04]}

Sequential energy above the lowest of the compared OMol25 structures with the same formula, charge and spin output: 151.9, 5.9, 0.0, 485.0 kJ/mol